Computed, not measured: a 2-piece molecular cluster, C18H24NO3 overall in a non-equilibrium geometry, with ωB97M-V with the def2-TZVPD basis set.

```
46
Properties=species:S:1:pos:R:3:forces:R:3
C -5.0830 3.4617 1.1283 0.0 0.0 0.0
O -4.9309 2.0301 1.0784 1.6 -0.5 0.1
C -3.6717 1.5305 1.1840 -0.6 0.3 -0.2
C -3.5138 0.1301 0.9954 -0.1 0.3 0.0
C -2.2575 -0.4209 1.0190 0.2 0.1 0.1
C -1.0859 0.3796 1.2273 -0.1 -0.1 0.2
C 0.1885 -0.2474 1.1627 0.0 0.7 0.4
C 1.4624 0.3770 1.0894 0.0 -0.1 -0.3
C 2.6367 -0.4126 1.3216 -0.2 0.1 -0.2
C 3.8923 0.1394 1.3034 0.1 0.3 -0.1
C 4.0437 1.5333 1.0655 0.6 0.4 0.2
O 5.3013 2.0412 1.1478 -1.6 -0.5 -0.1
C 5.4403 3.4750 1.1377 0.0 0.0 -0.1
C 2.9076 2.3285 0.7643 0.1 -0.1 0.1
C 1.6569 1.7469 0.7413 0.3 0.1 0.1
C -1.2900 1.7584 1.5386 -0.2 0.1 -0.3
C -2.5408 2.3375 1.4735 -0.1 -0.1 0.0
H -6.1529 3.6288 1.0278 0.1 0.1 0.0
H -4.7238 3.8643 2.0826 -0.2 -0.1 -0.1
H -4.5429 3.9395 0.3019 -0.1 -0.2 0.1
H -4.4055 -0.4723 0.8229 0.3 0.2 0.0
H -2.1296 -1.4961 0.8811 -0.1 0.3 -0.1
H 0.1915 -1.3395 1.2342 0.0 0.2 -0.2
H 2.5108 -1.4793 1.5143 0.1 0.3 0.0
H 4.7881 -0.4548 1.4840 -0.3 0.2 0.0
H 6.5091 3.6479 1.2399 -0.1 0.1 0.0
H 5.0748 3.9006 0.1960 0.2 -0.1 0.1
H 4.8987 3.9247 1.9789 0.1 -0.2 -0.1
H 3.0207 3.3954 0.5504 -0.1 -0.5 0.0
H 0.8180 2.3630 0.4269 0.3 -0.2 0.0
H -0.4593 2.3892 1.8467 -0.3 -0.3 0.0
H -2.6594 3.4110 1.6485 0.1 -0.6 0.1
C -1.5030 -5.1026 -2.8523 -0.4 0.0 0.1
C -0.2806 -4.2218 -2.8321 0.3 0.0 -0.2
O 0.1545 -4.0352 -4.1735 0.2 0.4 0.2
C -0.5357 -2.8742 -2.1649 -0.2 -0.2 -0.2
N 0.6806 -2.0657 -2.2328 0.1 0.1 0.4
H -1.8349 -5.3107 -1.8318 0.0 0.0 0.0
H -2.3248 -4.6090 -3.3847 0.2 -0.1 0.0
H -1.3027 -6.0598 -3.3394 0.1 0.2 0.0
H 0.5178 -4.7362 -2.2726 0.0 0.0 0.1
H 0.7926 -3.2973 -4.1567 -0.3 -0.3 -0.1
H -1.3227 -2.3645 -2.7377 0.1 0.0 0.2
H -0.8812 -3.0518 -1.1331 -0.1 0.0 -0.1
H 0.5217 -1.1599 -1.7978 0.1 -0.1 -0.2
H 1.4240 -2.5219 -1.7046 -0.1 0.1 -0.1
```
Positions in Å, forces in eV/Å.

The calculation puts the LUMO energy at -5.4 eV. The calculation puts the HOMO-LUMO gap at 6.45 eV. The calculated total energy comes out at -980.4803 Ha. Its total charge is +1. As for the HOMO energy: -11.87 eV.

Mulliken population analysis, charges in e, atoms 1 to 2: atom 1 (C): -0.817, atom 2 (O): -0.410